47
Properties=species:S:1:pos:R:3:forces:R:3 method="wB97M-V/def2-TZVPD" largest_force_ev_per_a=2.2 homo_ev=-9.44 multiplicity=1
C -1.76132 -2.14664 0.29221 -0.7 -0.3 -0.2
C -2.43884 -0.90503 -0.26681 0.8 -0.1 0.0
C -1.72353 0.42325 0.07106 -1.5 -1.1 0.3
Br -3.04399 1.63247 0.84992 0.3 0.2 -0.2
O -0.70718 0.19172 1.03641 0.3 0.3 0.0
P 0.52270 1.16984 0.98395 0.0 0.2 -0.1
O 0.43620 2.29764 0.10667 -0.3 1.4 -1.0
O 1.81490 0.25958 0.59068 -0.3 0.4 0.6
O 1.37843 -1.05197 0.23520 0.2 -0.9 0.4
C 1.97426 -1.37291 -0.99826 0.5 0.2 -1.2
C 1.22280 -0.84484 -2.20852 -0.1 0.4 0.4
C 1.53125 0.63329 -2.51328 -0.4 -0.5 -0.4
C 1.36996 -1.75823 -3.42600 -0.5 0.7 -0.3
C 0.15127 -1.51078 -4.34359 0.3 -0.1 0.4
C 2.69341 -1.55905 -4.18124 -0.4 -0.4 0.3
O 0.73536 1.65561 2.50001 1.4 -1.6 -0.1
P 1.57173 0.69859 3.57228 -1.2 0.4 1.8
S 0.47003 0.23137 5.08801 0.3 -0.1 -0.4
H -0.86989 -2.39934 -0.25550 0.6 0.1 0.1
H -2.44247 -2.97448 0.13459 -0.2 -0.3 0.0
H -1.58586 -2.09873 1.35440 0.3 0.1 0.3
H -3.47451 -0.87749 0.02261 -0.3 0.1 0.2
H -2.41464 -1.00506 -1.34454 -0.2 0.1 -0.4
H -1.34871 0.83608 -0.84739 0.4 0.7 0.1
H 2.00725 -2.45196 -1.05756 -0.2 -0.4 0.5
H 3.00748 -1.03873 -1.03167 0.3 0.1 0.3
H 0.17209 -0.88881 -1.93362 -0.3 -0.2 0.2
H 1.63999 0.76478 -3.58076 0.2 0.1 -0.3
H 2.42143 0.99582 -2.02267 0.2 0.1 0.2
H 0.69004 1.24797 -2.23874 -0.1 0.4 0.3
H 1.25412 -2.77678 -3.07823 0.4 -0.4 0.1
H 0.44013 -1.57505 -5.38155 -0.2 -0.1 -0.4
H -0.62961 -2.22737 -4.13262 -0.3 -0.3 -0.1
H -0.27807 -0.53761 -4.14909 0.0 0.4 -0.2
H 3.19381 -2.51304 -4.25913 0.4 -0.2 -0.1
H 2.49749 -1.19761 -5.18049 0.1 0.1 -0.3
H 3.34873 -0.84408 -3.70239 0.2 0.1 0.2
H 2.13128 -0.38535 2.88791 0.0 0.3 -0.3
H 2.62004 1.52937 3.98284 0.2 0.0 -0.6
C -2.77157 3.05019 4.70596 0.1 -0.1 0.0
O -3.81854 3.63135 4.47971 -0.1 0.0 0.0
N -1.66945 3.18078 3.91145 0.1 0.2 0.0
N -2.61092 2.21238 5.77609 -0.1 0.0 0.1
H -0.80429 2.70341 4.08352 -0.1 -0.1 0.0
H -1.74760 3.78229 3.11242 0.0 0.0 0.0
H -3.39877 2.08868 6.38331 0.0 0.0 0.0
H -1.75642 1.72447 5.97243 0.0 0.0 -0.1